Formula: C8H20IN2
Source: the Open Molecules 2025 dataset
Level of theory: ωB97M-V with the def2-TZVPD basis set

Values from the calculation:
* multiplicity: 1
* SMILES: CCC[C@](I)(N(C)C)[NH+](C)C
* E_LUMO (alpha / beta): -4.1 / -4.1 eV
* net charge: +1
* HOMO level (alpha / beta): -12.41 / -12.41 eV
* gap between HOMO and LUMO (alpha / beta): 8.30 / 8.30 eV
* energy above the lowest of the compared OMol25 structures with the same formula, charge and spin: 15.9 kcal per mole

Cartesian coordinates (Å):
1 C -0.11 -2.93 1.40
2 C 1.49 -0.79 -1.84
3 C 1.31 1.61 -1.89
4 C 0.04 1.89 1.06
5 C -2.24 1.47 0.39
6 C 0.07 -1.44 1.13
7 C -0.74 -1.04 -0.12
8 C -0.35 0.27 -0.75
9 N 0.93 0.39 -1.20
10 N -0.84 1.51 -0.07
11 I -1.74 0.24 -2.99
12 H 0.20 -3.52 0.55
13 H -1.15 -3.16 1.62
14 H 0.49 -3.23 2.26
15 H 0.81 -1.16 -2.62
16 H 2.44 -0.54 -2.30
17 H 1.66 -1.58 -1.11
18 H 1.21 2.50 -1.28
19 H 2.35 1.55 -2.19
20 H 0.71 1.73 -2.81
21 H -0.16 1.25 1.92
22 H 1.09 1.77 0.80
23 H -0.14 2.92 1.34
24 H -2.35 0.74 1.19
25 H -2.50 2.45 0.78
26 H -2.90 1.22 -0.43
27 H -0.27 -0.88 2.01
28 H 1.13 -1.22 0.99
29 H -0.60 -1.82 -0.87
30 H -1.80 -1.05 0.12
31 H -0.78 2.24 -0.79

---

Formula: C8H20INSi
Source: the Open Molecules 2025 dataset
Level of theory: ωB97M-V with the def2-TZVPD basis set

Values from the calculation:
* multiplicity: 1
* E_LUMO: 0.5 eV
* net charge: 0
* HOMO level: -7.38 eV
* gap between HOMO and LUMO: 7.85 eV
* energy above the lowest of the compared OMol25 structures with the same formula, charge and spin: 23.7 kcal per mole

Cartesian coordinates (Å):
1 C 0.80 1.40 -1.46
2 C 0.29 2.66 0.76
3 C 2.68 2.17 0.22
4 C -2.37 -1.81 1.63
5 C -2.40 -2.26 -0.81
6 C 1.10 -1.96 -1.29
7 C 1.21 1.63 0.09
8 C -1.91 -1.28 0.25
9 N 1.06 0.45 0.86
10 Si 0.82 -1.14 0.44
11 I -2.80 0.72 -0.10
12 H 0.77 2.37 -2.01
13 H 1.38 0.73 -2.14
14 H -0.21 1.00 -1.27
15 H 0.28 2.44 1.77
16 H -0.64 2.66 0.30
17 H 0.75 3.66 0.75
18 H 3.33 1.34 -0.07
19 H 2.88 3.06 -0.41
20 H 2.83 2.41 1.23
21 H -3.44 -1.62 1.77
22 H -2.01 -2.82 1.90
23 H -1.70 -1.13 2.40
24 H -1.81 -3.16 -0.80
25 H -3.50 -2.48 -0.73
26 H -2.18 -1.70 -1.74
27 H 1.24 -1.13 -1.94
28 H 1.83 -2.69 -1.42
29 H 0.19 -2.50 -1.66
30 H 0.52 0.69 1.73
31 H 1.00 -1.70 1.75

---

Formula: C8H20MnN6O4
Source: the Open Molecules 2025 dataset
Level of theory: ωB97M-V with the def2-TZVPD basis set

Values from the calculation:
* multiplicity: 5
* E_LUMO (alpha / beta): -12.1 / -11.4 eV
* net charge: +3
* HOMO level (alpha / beta): -18.50 / -18.50 eV
* gap between HOMO and LUMO (alpha / beta): 6.45 / 7.08 eV
* energy above the lowest of the compared OMol25 structures with the same formula, charge and spin: 0.4 kcal per mole

Cartesian coordinates (Å):
1 Mn -1.73 -1.97 0.77
2 N 0.25 -1.58 1.26
3 C 0.88 -0.63 0.26
4 C 1.91 0.31 0.89
5 C 3.15 0.61 0.03
6 C 3.00 1.56 -1.16
7 N 3.01 2.96 -0.72
8 C 3.09 4.00 -1.56
9 N 3.26 5.23 -1.08
10 N 3.00 3.82 -2.87
11 C -0.26 0.08 -0.43
12 O -0.17 1.07 -1.07
13 O -1.48 -0.53 -0.23
14 H 0.22 -1.11 2.18
15 H 0.86 -2.38 1.40
16 H 1.36 -1.26 -0.49
17 H 2.30 -0.18 1.79
18 H 1.41 1.23 1.22
19 H 3.55 -0.33 -0.35
20 H 3.92 1.01 0.69
21 H 2.08 1.36 -1.72
22 H 3.85 1.39 -1.83
23 H 3.09 3.16 0.26
24 H 3.41 5.40 -0.10
25 H 3.28 6.04 -1.69
26 H 2.80 2.91 -3.26
27 H 3.11 4.58 -3.51
28 C -6.36 -1.82 0.62
29 O -5.55 -3.03 0.92
30 C -4.29 -2.97 0.95
31 O -3.60 -1.91 0.76
32 N -3.63 -4.12 1.20
33 N -2.22 -4.06 1.23
34 H -7.36 -2.21 0.49
35 H -5.98 -1.37 -0.29
36 H -6.29 -1.16 1.47
37 H -4.11 -5.01 1.34
38 H -1.85 -4.69 0.52
39 H -1.89 -4.40 2.13

---

Formula: C8H20N3O
Source: the Open Molecules 2025 dataset
Level of theory: ωB97M-V with the def2-TZVPD basis set

Values from the calculation:
* multiplicity: 1
* SMILES: CCOCCCCCNC(N)=[NH2+]
* E_LUMO: -4.0 eV
* net charge: +1
* HOMO level: -12.77 eV
* gap between HOMO and LUMO: 8.80 eV
* energy above the lowest of the compared OMol25 structures with the same formula, charge and spin: 12.8 kcal per mole

Cartesian coordinates (Å):
1 C -2.53 1.90 3.07
2 C -1.06 1.40 2.69
3 O -1.06 0.03 2.23
4 C -0.78 0.02 0.83
5 C -0.80 -1.42 0.19
6 C 0.56 -2.24 0.30
7 C 1.89 -1.40 0.12
8 C 2.17 -0.89 -1.35
9 N 1.79 0.53 -1.60
10 C 0.64 0.67 -2.41
11 N 0.71 0.13 -3.76
12 N -0.48 1.27 -2.07
13 H -2.46 3.02 3.22
14 H -3.23 1.72 2.20
15 H -2.90 1.45 4.03
16 H -0.69 2.13 1.91
17 H -0.38 1.54 3.59
18 H 0.16 0.62 0.64
19 H -1.63 0.61 0.33
20 H -1.58 -2.01 0.77
21 H -1.19 -1.42 -0.88
22 H 0.63 -2.86 1.25
23 H 0.54 -3.00 -0.54
24 H 2.74 -2.10 0.38
25 H 1.95 -0.56 0.88
26 H 3.30 -0.94 -1.49
27 H 1.75 -1.62 -2.10
28 H 1.73 1.08 -0.74
29 H 0.38 -0.85 -3.76
30 H 1.71 0.09 -4.01
31 H -0.53 1.93 -1.29
32 H -1.34 1.18 -2.61

---

Formula: C8H20N3OS
Source: the Open Molecules 2025 dataset
Level of theory: ωB97M-V with the def2-TZVPD basis set

Values from the calculation:
* multiplicity: 1
* E_LUMO: 2.8 eV
* net charge: -1
* HOMO level: -2.28 eV
* gap between HOMO and LUMO: 5.09 eV

Cartesian coordinates (Å):
1 N 4.54 -1.79 1.18
2 C 3.93 -1.88 -0.17
3 C 3.70 -0.49 -0.79
4 C 2.21 -0.19 -0.93
5 C 1.48 0.03 0.40
6 C 0.13 -0.73 0.50
7 N 0.19 -2.09 0.02
8 S -0.69 -2.34 -1.36
9 H 4.26 -2.61 1.72
10 H 4.08 -1.02 1.66
11 H 2.97 -2.39 -0.13
12 H 4.62 -2.46 -0.79
13 H 4.21 0.27 -0.18
14 H 4.14 -0.48 -1.79
15 H 2.07 0.68 -1.58
16 H 1.76 -1.04 -1.44
17 H 1.30 1.10 0.55
18 H 2.10 -0.30 1.24
19 H -0.12 -0.74 1.57
20 H -0.65 -0.13 0.00
21 H 0.08 -1.91 -2.43
22 C -2.84 2.09 1.25
23 O -2.10 1.28 1.76
24 N -3.77 1.77 0.33
25 C -4.64 2.75 -0.27
26 C -3.88 0.37 -0.06
27 H -2.80 3.18 1.48
28 H -5.69 2.53 -0.07
29 H -4.49 2.79 -1.36
30 H -4.41 3.74 0.14
31 H -4.12 -0.25 0.81
32 H -2.93 0.00 -0.46
33 H -4.66 0.27 -0.80

---

Formula: C8H20NO2
Source: the Open Molecules 2025 dataset
Level of theory: ωB97M-V with the def2-TZVPD basis set

Values from the calculation:
* multiplicity: 1
* SMILES: CCC[NH2+]COCCOCC
* E_LUMO: -3.0 eV
* net charge: +1
* HOMO level: -13.59 eV
* gap between HOMO and LUMO: 10.58 eV
* energy above the lowest of the compared OMol25 structures with the same formula, charge and spin: 15.4 kcal per mole

Cartesian coordinates (Å):
1 C -2.06 1.66 0.58
2 C -0.99 2.07 -0.52
3 C -1.07 1.17 -1.80
4 N -0.15 -0.03 -1.76
5 C -0.85 -1.37 -1.82
6 O -0.31 -2.29 -0.93
7 C -0.84 -2.16 0.38
8 C 0.06 -1.28 1.33
9 O 1.42 -1.29 0.90
10 C 1.98 -0.02 1.27
11 C 3.53 -0.07 1.43
12 H -2.89 2.37 0.60
13 H -1.53 1.57 1.54
14 H -2.41 0.64 0.31
15 H -1.26 3.09 -0.86
16 H 0.03 2.11 -0.08
17 H -0.73 1.80 -2.65
18 H -2.13 0.92 -2.00
19 H 0.45 0.02 -0.92
20 H 0.46 0.04 -2.57
21 H -1.95 -1.26 -1.75
22 H -0.65 -1.78 -2.84
23 H -0.85 -3.18 0.82
24 H -1.88 -1.77 0.41
25 H -0.04 -1.63 2.39
26 H -0.36 -0.25 1.33
27 H 1.73 0.74 0.49
28 H 1.58 0.28 2.27
29 H 3.85 -0.85 2.14
30 H 3.81 0.91 1.86
31 H 4.06 -0.15 0.47

---

Formula: C8H20O8P2RuS4
Source: the Open Molecules 2025 dataset
Level of theory: ωB97M-V with the def2-TZVPD basis set

Values from the calculation:
* multiplicity: 2
* E_LUMO (alpha / beta): -3.6 / -4.3 eV
* net charge: +1
* HOMO level (alpha / beta): -11.72 / -11.71 eV
* gap between HOMO and LUMO (alpha / beta): 8.13 / 7.37 eV
* energy above the lowest of the compared OMol25 structures with the same formula, charge and spin: 15.5 kcal per mole

Cartesian coordinates (Å):
1 Ru -0.30 -0.06 0.01
2 C -1.86 1.74 -3.18
3 C -1.15 2.69 -2.21
4 S -0.66 2.27 -0.50
5 C -2.14 2.53 0.49
6 C -3.26 1.55 0.22
7 S -2.64 -0.16 0.08
8 C -3.03 -0.74 -1.63
9 C -4.07 0.03 -2.41
10 S -3.67 1.69 -3.07
11 H -1.44 0.75 -3.16
12 H -1.66 2.14 -4.17
13 H -1.73 3.61 -2.08
14 H -0.19 2.98 -2.66
15 H -2.48 3.56 0.36
16 H -1.77 2.43 1.51
17 H -3.78 1.81 -0.70
18 H -3.97 1.55 1.05
19 H -3.37 -1.76 -1.48
20 H -2.09 -0.79 -2.17
21 H -4.99 0.18 -1.83
22 H -4.34 -0.60 -3.26
23 O 1.89 -3.46 0.36
24 P 1.14 -2.19 -0.16
25 O -0.24 -2.11 0.48
26 O 1.81 -0.85 0.11
27 O 0.94 -2.42 -1.72
28 P 1.03 -1.09 -2.69
29 O 0.10 -1.51 -3.91
30 O 2.40 -0.78 -3.04
31 O 0.12 -0.08 -1.95
32 H 2.76 -3.62 -0.03
33 H 0.62 -1.80 -4.68
34 C 0.13 1.07 4.45
35 S 0.99 0.59 2.96
36 C 1.14 -1.16 3.29
37 O -0.13 0.75 1.91
38 H -0.78 0.48 4.54
39 H -0.09 2.13 4.38
40 H 0.79 0.89 5.30
41 H 1.79 -1.27 4.16
42 H 1.60 -1.60 2.42
43 H 0.15 -1.59 3.48

---

Formula: C8H21AlINO3P2
Source: the Open Molecules 2025 dataset
Level of theory: ωB97M-V with the def2-TZVPD basis set

Values from the calculation:
* multiplicity: 1
* E_LUMO: -7.9 eV
* net charge: +2
* HOMO level: -16.45 eV
* gap between HOMO and LUMO: 8.58 eV
* energy above the lowest of the compared OMol25 structures with the same formula, charge and spin: 0.0 kcal per mole

Cartesian coordinates (Å):
1 C -0.02 -0.04 -4.18
2 I -0.93 -0.38 -2.18
3 H 1.07 0.10 -4.08
4 H -0.53 0.86 -4.57
5 H -0.29 -0.94 -4.76
6 Al 0.07 0.09 0.46
7 P 0.26 2.40 0.17
8 C -1.37 3.12 -0.13
9 C 0.87 3.25 1.65
10 H 1.00 4.31 1.43
11 H 1.31 4.07 -1.18
12 H 1.83 2.81 1.95
13 H 2.35 2.62 -0.99
14 H -2.05 2.84 0.68
15 H 0.16 3.12 2.48
16 C 1.32 2.98 -1.17
17 H -1.27 4.21 -0.17
18 H 0.98 2.60 -2.14
19 H -1.79 2.75 -1.08
20 P 0.27 -2.34 0.54
21 C -1.34 -3.16 0.36
22 C 1.33 -3.10 -0.70
23 H 1.89 -2.54 2.30
24 H 0.88 -4.02 2.15
25 H 0.24 -2.54 2.97
26 C 0.87 -2.92 2.15
27 H 2.35 -2.71 -0.60
28 H 1.34 -4.18 -0.56
29 H -1.19 -4.25 0.46
30 H -1.78 -2.95 -0.62
31 H 0.97 -2.88 -1.71
32 H -2.02 -2.82 1.14
33 C -2.14 -0.02 0.52
34 O -3.29 -0.08 0.59
35 O -1.05 -0.60 3.71
36 N -0.83 0.21 2.83
37 O 0.51 0.13 2.30

---

Formula: C8H21ClIO2OsP2
Source: the Open Molecules 2025 dataset
Level of theory: ωB97M-V with the def2-TZVPD basis set

Values from the calculation:
* multiplicity: 5
* E_LUMO (alpha / beta): -12.4 / -15.0 eV
* net charge: +3
* HOMO level (alpha / beta): -21.04 / -20.99 eV
* gap between HOMO and LUMO (alpha / beta): 8.66 / 5.96 eV

Cartesian coordinates (Å):
1 C -1.00 0.50 -1.56
2 I -1.44 -2.69 1.96
3 H -0.28 0.67 -2.36
4 H -1.39 1.53 -1.30
5 H -1.85 -0.13 -1.92
6 Os -0.14 0.14 0.35
7 P 0.29 -1.81 -0.96
8 C -0.97 -3.14 -1.24
9 C 0.71 -1.44 -2.72
10 H 2.61 -2.00 -0.33
11 H 2.02 -3.49 -1.16
12 H 1.57 -3.18 0.55
13 C 1.78 -2.71 -0.42
14 H 1.54 -0.73 -2.77
15 H 0.98 -2.34 -3.27
16 H -0.56 -3.95 -1.86
17 H -1.88 -2.74 -1.69
18 H -0.14 -0.99 -3.25
19 H -1.25 -3.58 -0.27
20 C -1.96 -0.37 0.39
21 O -3.07 -0.57 0.08
22 Cl 2.09 0.61 0.05
23 C -1.15 3.78 3.29
24 P -0.09 2.87 2.16
25 C 0.62 4.09 1.03
26 C 1.18 2.06 3.14
27 O -0.97 1.86 1.43
28 H -0.60 4.01 4.22
29 H -2.03 3.17 3.54
30 H -1.51 4.73 2.85
31 H 1.05 4.88 1.66
32 H 1.41 3.62 0.43
33 H -0.13 4.51 0.36
34 H 0.81 1.04 3.33
35 H 2.10 2.02 2.55
36 H 1.32 2.62 4.08

---

Formula: C8H21FKO7S2
Source: the Open Molecules 2025 dataset
Level of theory: ωB97M-V with the def2-TZVPD basis set

Values from the calculation:
* multiplicity: 1
* E_LUMO: 2.0 eV
* net charge: -1
* HOMO level: -3.15 eV
* gap between HOMO and LUMO: 5.18 eV
* energy above the lowest of the compared OMol25 structures with the same formula, charge and spin: 65.7 kcal per mole

Cartesian coordinates (Å):
1 K -0.64 -1.74 -0.10
2 C 1.48 0.46 -1.14
3 C 1.85 -0.37 -2.44
4 O 1.06 -1.56 -2.49
5 H 1.66 -0.12 -0.23
6 H 0.45 0.79 -1.23
7 H 2.15 1.27 -0.86
8 H 2.90 -0.31 -2.71
9 H 1.29 0.20 -3.18
10 F -2.69 -2.62 -2.00
11 O -2.38 0.56 -0.23
12 S -2.97 1.89 -0.34
13 O -4.45 2.11 -0.39
14 O -2.27 2.90 0.81
15 C -2.68 4.23 1.07
16 C -2.94 5.26 -0.01
17 C -2.14 2.71 -1.80
18 H -2.04 4.76 1.77
19 H -3.59 4.21 1.67
20 H -3.44 6.19 0.27
21 H -3.54 4.99 -0.88
22 H -1.95 5.48 -0.43
23 H -2.89 3.42 -2.14
24 H -2.02 1.83 -2.44
25 H -1.21 3.26 -1.64
26 O 3.12 -5.14 1.66
27 S 2.20 -4.37 0.82
28 O 0.80 -4.68 0.71
29 O 2.43 -2.82 1.28
30 C 2.38 -2.47 2.71
31 C 0.87 -2.21 3.00
32 C 2.90 -4.20 -0.95
33 H 2.94 -1.58 2.98
34 H 2.73 -3.40 3.17
35 H 0.86 -1.81 4.02
36 H 0.30 -3.13 2.94
37 H 0.38 -1.43 2.42
38 H 2.44 -4.99 -1.54
39 H 3.97 -4.37 -0.81
40 H 2.68 -3.20 -1.33

---

Formula: C8H21FN4O2P
Source: the Open Molecules 2025 dataset
Level of theory: ωB97M-V with the def2-TZVPD basis set

Values from the calculation:
* multiplicity: 1
* SMILES: C[C@@H](F)C[C@@H]1OC[N@H+]([PH2]=O)[C@@H]1CC(N)(N)N
* E_LUMO: -3.2 eV
* net charge: +1
* HOMO level: -13.25 eV
* gap between HOMO and LUMO: 10.06 eV

Cartesian coordinates (Å):
1 C 2.04 -2.50 0.63
2 C 1.40 -2.29 -0.74
3 F 1.99 -3.21 -1.61
4 C -0.07 -2.59 -0.76
5 C -1.00 -1.57 -0.10
6 O -2.18 -1.25 -0.82
7 C -2.83 -0.23 -0.12
8 N -1.83 0.26 0.93
9 P -2.11 1.94 1.49
10 O -3.44 1.95 2.06
11 C -0.50 -0.19 0.36
12 C -0.03 0.73 -0.74
13 C 1.08 1.75 -0.34
14 N 0.46 2.95 0.18
15 N 2.05 1.31 0.62
16 N 1.87 2.10 -1.55
17 H 2.46 -3.49 0.67
18 H 1.31 -2.42 1.43
19 H 2.83 -1.79 0.78
20 H 1.67 -1.32 -1.14
21 H -0.43 -2.78 -1.76
22 H -0.19 -3.51 -0.23
23 H -1.29 -2.05 0.84
24 H -2.96 0.58 -0.83
25 H -3.75 -0.53 0.33
26 H -2.08 -0.28 1.77
27 H -2.05 2.74 0.35
28 H -1.09 2.21 2.41
29 H 0.19 -0.41 1.16
30 H 0.32 0.17 -1.58
31 H -0.88 1.30 -1.10
32 H -0.09 3.36 -0.57
33 H 1.21 3.60 0.40
34 H 2.73 0.66 0.24
35 H 1.66 0.99 1.49
36 H 1.27 2.54 -2.23
37 H 2.29 1.27 -1.95

---

Formula: C8H21FO5STa
Source: the Open Molecules 2025 dataset
Level of theory: ωB97M-V with the def2-TZVPD basis set

Values from the calculation:
* multiplicity: 1
* E_LUMO: 2.5 eV
* net charge: -1
* HOMO level: -4.64 eV
* gap between HOMO and LUMO: 7.17 eV

Cartesian coordinates (Å):
1 C 2.03 -2.83 -0.24
2 C 1.16 -1.69 0.56
3 F -0.26 -2.11 0.78
4 Ta 1.20 0.43 -0.37
5 C 2.57 -0.21 -2.15
6 C -0.22 1.11 1.39
7 C -1.43 2.09 0.90
8 C -2.60 1.37 0.02
9 C -3.83 0.71 0.94
10 S -4.83 -0.37 -0.28
11 O -4.64 0.22 -1.74
12 O -6.36 -0.34 0.00
13 O -4.20 -1.98 -0.36
14 C 3.10 0.90 0.93
15 O 4.17 -0.10 0.62
16 O 5.09 0.45 -0.14
17 H 1.60 -3.88 0.12
18 H 1.90 -2.82 -1.41
19 H 3.14 -2.73 0.12
20 H 1.64 -1.60 1.65
21 H -0.25 0.07 -1.47
22 H 1.28 2.20 -0.95
23 H 3.52 -0.80 -1.81
24 H 1.91 -0.97 -2.79
25 H 2.80 0.69 -2.90
26 H -0.57 0.21 2.06
27 H 0.49 1.77 2.09
28 H -0.95 2.95 0.23
29 H -1.94 2.65 1.83
30 H -3.10 2.19 -0.70
31 H -2.24 0.50 -0.69
32 H -3.38 0.03 1.80
33 H -4.55 1.56 1.35
34 H -4.15 -2.21 -1.33
35 H 2.90 0.86 2.09
36 H 3.56 1.95 0.63
37 H 5.44 -0.25 -0.79

---

no.,E (eV)
1,-19694.44161
2,-26086.09939
3,-57046.67368
4,-15130.41762
5,-25972.48123
6,-14197.33581
7,-89502.25170
8,-49528.61474
9,-54367.80738
10,-63679.18595
11,-30691.11296
12,-33965.73193